Entry from the Open Molecules 2025 dataset: a 2-piece molecular cluster, C5H11ClO overall (ωB97M-V/def2-TZVPD).

Structure (XYZ):
```
18
C5H11ClO ωB97M-V/def2-TZVPD
O 2.65 -1.82 0.56
C 1.77 -0.85 -0.12
C 2.10 0.53 0.30
Cl 3.75 1.05 -0.31
H 3.58 -1.59 0.42
H 1.74 -0.83 -1.22
H 0.77 -1.17 0.12
H 1.48 1.16 -0.33
H 2.01 0.79 1.31
C -1.14 1.78 -0.05
C -1.55 0.55 0.43
C -2.04 -0.60 -0.42
H -0.88 1.97 -1.12
H -0.79 2.50 0.68
H -1.56 0.53 1.49
H -2.91 -0.96 0.08
H -2.17 -0.48 -1.50
H -1.22 -1.45 -0.41
```

* lowest unoccupied orbital energy: 0.0329 Eh
* HOMO-LUMO gap: 10.6 eV
* molecular weight: 122.59 g mol⁻¹
* highest occupied orbital energy: -9.74 eV
* SMILES: OCCCl.C=CC

Entry from the Open Molecules 2025 dataset: one molecule with the formula CHClFNO2 (ωB97M-V/def2-TZVPD).

Structure (XYZ):
```
7
CHClFNO2 ωB97M-V/def2-TZVPD
O 0.05 -1.65 -0.04
N -0.01 -0.44 -0.09
C -1.09 0.29 -0.07
F -0.93 1.61 0.02
O 1.21 0.33 -0.37
Cl 2.80 -0.07 0.26
H -2.04 -0.06 0.29
```

* lowest unoccupied orbital energy: -0.0511 Eh
* HOMO-LUMO gap: 8.2 eV
* molecular weight: 113.48 g mol⁻¹
* highest occupied orbital energy: -9.61 eV
* SMILES: [O-]/[N+](=C/F)OCl

Entry from the Open Molecules 2025 dataset: C18H16LiNO3 as an isolated structure (ωB97M-V/def2-TZVPD).

Structure (XYZ):
```
39
C18H16LiNO3 ωB97M-V/def2-TZVPD
C 4.07 -1.08 3.40
O 3.97 -1.56 2.04
C 3.29 -0.86 1.10
C 3.02 -1.50 -0.13
C 2.22 -0.90 -1.07
C 1.68 0.40 -0.86
C 0.75 0.91 -1.85
C -0.06 2.02 -1.80
N -1.11 2.05 -2.73
O -1.86 3.02 -2.87
O -1.26 0.96 -3.41
C 2.05 1.09 0.33
C 2.85 0.47 1.29
H 4.62 -1.86 3.92
H 4.63 -0.14 3.45
H 3.08 -0.96 3.86
H 3.45 -2.49 -0.32
H 1.99 -1.43 -2.00
H 0.94 0.56 -2.90
H 0.14 2.92 -1.22
H 1.72 2.12 0.50
H 3.14 1.01 2.20
C -3.63 1.55 0.16
Li -0.40 -0.73 -3.04
C -2.40 2.24 0.09
C -1.33 1.27 -0.01
C -1.95 -0.04 -0.05
C -3.38 0.14 0.08
C -4.21 -0.99 0.22
C -3.61 -2.26 0.26
C -2.23 -2.43 0.07
C -1.39 -1.32 -0.08
H -4.62 1.99 0.18
H -2.26 3.31 0.12
H -0.31 1.39 0.40
H -5.28 -0.84 0.34
H -4.23 -3.13 0.48
H -1.80 -3.44 0.07
H -0.30 -1.44 -0.18
```

* net charge: -1
* lowest unoccupied orbital energy (alpha / beta): 0.0678 / 0.0658 Eh
* HOMO-LUMO gap (alpha / beta): 4.1 / 4.0 eV
* spin multiplicity: 2
* molecular weight: 301.27 g mol⁻¹
* highest occupied orbital energy (alpha / beta): -2.25 / -2.19 eV
* expectation value of S²: 0.77

Entry from the Open Molecules 2025 dataset: a 2-piece molecular cluster, C3H12N2O2 overall (ωB97M-V/def2-TZVPD).

Structure (XYZ):
```
19
C3H12N2O2 ωB97M-V/def2-TZVPD
N 0.94 -0.98 1.12
C 0.17 -1.80 0.20
N -0.13 -1.14 -1.03
C -0.98 0.04 -1.00
C -0.27 1.33 -1.43
O 0.92 1.57 -0.68
H 1.29 -1.44 1.96
H 1.76 -0.64 0.63
H -0.75 -2.18 0.68
H 0.56 -2.81 -0.03
H 0.70 -0.97 -1.58
H -1.37 0.19 0.01
H -1.84 -0.11 -1.66
H -0.96 2.15 -1.29
H 0.04 1.23 -2.48
H 0.65 1.84 0.22
O -0.45 1.48 1.91
H 0.08 0.73 1.57
H -0.36 1.50 2.86
```

* lowest unoccupied orbital energy: 0.0310 Eh
* HOMO-LUMO gap: 9.7 eV
* molecular weight: 108.14 g mol⁻¹
* highest occupied orbital energy: -8.90 eV
* SMILES: NCNCCO.O

Entry from the Open Molecules 2025 dataset: a 6-piece molecular cluster, C41H72N3O10 overall (ωB97M-V/def2-TZVPD).

Structure (XYZ):
```
126
C41H72N3O10 ωB97M-V/def2-TZVPD
C -0.90 -1.12 4.84
C 0.39 -1.05 3.82
N 0.59 0.40 3.50
C 0.58 0.69 2.04
C 1.61 -0.20 1.15
C 2.14 0.73 -0.07
C 3.67 1.03 -0.18
C 4.80 0.46 0.80
O 5.31 1.05 1.77
O 5.31 -0.86 0.48
O 4.68 -1.82 1.20
C 3.86 -2.62 0.32
N 2.94 -2.95 -0.40
C 4.18 1.98 -1.35
C 3.12 2.54 -2.31
N 1.69 2.20 -2.21
C 1.15 1.34 -1.16
C -0.42 0.99 -1.07
C -1.20 1.12 -2.47
C -2.81 1.20 -2.31
C -3.31 2.28 -1.24
C -2.52 3.69 -1.26
C -1.79 4.09 0.11
C -2.64 3.82 1.44
C -2.23 4.74 2.70
C -3.40 4.50 3.83
C -3.53 2.96 4.27
C -4.74 2.16 3.55
C -4.31 0.71 2.98
O -5.46 -0.10 2.59
C -4.92 -1.35 2.06
C 1.73 0.99 4.21
C 2.83 1.98 3.62
O 1.82 0.71 5.46
H -0.56 -1.16 5.93
H -1.45 -0.11 4.72
H -1.66 -1.93 4.55
H 0.13 -1.71 2.91
H 1.25 -1.54 4.39
H 0.75 1.80 1.79
H -0.48 0.45 1.65
H 0.97 -1.02 0.64
H 2.46 -0.68 1.74
H 5.28 2.26 -1.47
H 3.46 3.24 -3.14
H 1.09 2.65 -2.93
H -0.45 -0.14 -0.79
H -0.93 1.52 -0.19
H -0.89 2.00 -3.12
H -0.99 0.14 -3.06
H -3.29 1.37 -3.35
H -3.19 0.17 -1.96
H -4.41 2.52 -1.50
H -3.34 1.76 -0.22
H -3.28 4.54 -1.49
H -1.74 3.77 -2.11
H -1.58 5.23 0.08
H -0.74 3.60 0.24
H -3.79 3.82 1.25
H -2.41 2.72 1.77
H -2.20 5.83 2.34
H -1.23 4.39 3.16
H -4.39 4.80 3.29
H -3.18 5.20 4.71
H -2.57 2.34 4.07
H -3.70 2.91 5.41
H -5.64 2.08 4.25
H -5.08 2.79 2.65
H -3.64 0.83 2.04
H -3.69 0.14 3.76
H -4.57 -1.25 0.97
H -5.69 -2.20 2.09
H -4.00 -1.70 2.67
H 3.86 1.52 3.84
H 2.67 2.32 2.55
H 2.78 2.94 4.27
C -3.27 7.58 -3.77
C -2.55 7.48 -2.45
O -2.86 6.63 -1.63
C -1.45 8.47 -2.17
H -4.04 6.81 -3.83
H -3.75 8.56 -3.85
H -2.56 7.44 -4.59
H -1.85 9.48 -2.19
H -0.66 8.36 -2.92
H -1.03 8.27 -1.19
C -5.15 -4.06 6.49
C -4.65 -3.79 5.10
O -3.74 -3.00 4.89
C -5.30 -4.54 3.97
H -4.59 -3.45 7.20
H -6.21 -3.79 6.56
H -5.01 -5.11 6.74
H -6.36 -4.30 3.93
H -5.17 -5.62 4.11
H -4.84 -4.25 3.02
C 3.17 -3.07 -5.65
C 3.44 -2.10 -4.53
O 3.42 -0.90 -4.72
C 3.74 -2.68 -3.17
H 2.97 -2.52 -6.57
H 4.05 -3.71 -5.81
H 2.30 -3.68 -5.41
H 4.64 -3.29 -3.22
H 2.90 -3.27 -2.82
H 3.92 -1.86 -2.47
C 4.88 -4.44 -9.76
C 3.74 -5.12 -9.05
O 3.73 -5.26 -7.84
C 2.60 -5.62 -9.90
H 5.63 -4.13 -9.02
H 5.35 -5.13 -10.46
H 4.52 -3.55 -10.28
H 2.97 -6.37 -10.61
H 2.14 -4.79 -10.44
H 1.85 -6.09 -9.26
C 4.45 -5.64 1.99
C 5.28 -6.89 2.18
O 4.87 -7.83 2.83
C 6.64 -6.91 1.53
H 3.50 -5.76 2.52
H 4.97 -4.78 2.41
H 4.25 -5.49 0.93
H 7.26 -6.11 1.93
H 6.54 -6.81 0.45
H 7.13 -7.87 1.75
```

* net charge: +1
* lowest unoccupied orbital energy: -0.1767 Eh
* HOMO-LUMO gap: 6.3 eV
* molecular weight: 767.04 g mol⁻¹
* highest occupied orbital energy: -11.09 eV

Entry from the Open Molecules 2025 dataset: one molecule with the formula C4H8N2O (ωB97M-V/def2-TZVPD).

Structure (XYZ):
```
15
C4H8N2O ωB97M-V/def2-TZVPD
C -2.23 1.04 0.14
C -1.00 0.70 -0.28
N -0.33 -0.50 -0.30
C 1.09 -0.55 -0.57
C 1.98 -0.05 0.59
N -0.90 -1.70 -0.05
O -2.07 -1.62 0.26
H -2.48 2.11 0.09
H -2.94 0.39 0.56
H -0.37 1.47 -0.73
H 1.27 0.03 -1.49
H 1.31 -1.58 -0.88
H 1.71 0.96 0.93
H 1.94 -0.72 1.50
H 3.02 0.04 0.24
```

* lowest unoccupied orbital energy: 0.0262 Eh
* HOMO-LUMO gap: 9.8 eV
* molecular weight: 100.12 g mol⁻¹
* highest occupied orbital energy: -9.06 eV
* SMILES: C=CN(CC)N=O

One value per record, in order, for electronic energy: -732.4753 -803.7737 -983.3799 -381.4746 -2521.3558 -341.8588 a.u..